A molecular structure, C46H29Cl2MnN4O2, computed with the ωB97M-V functional and the def2-TZVPD basis.

The geometry in ORCA input format:
```
! RIJCOSX wB97M-V def2-TZVPD def2/J DEFGRID3
* xyz -1 6
Mn 0.1343 0.0384 0.0715
C 1.3575 6.0392 -4.2891
C 2.5229 5.4118 -3.8680
C 2.4549 4.2577 -3.1012
C 1.2222 3.7120 -2.7512
C 0.0573 4.3475 -3.1773
C 0.1252 5.5047 -3.9405
C 1.1090 2.4675 -1.9446
C 1.6022 2.4710 -0.6184
C 2.3688 3.4715 -0.0069
C 2.9290 2.9130 1.1278
C 2.4636 1.5842 1.2179
C 2.7609 0.6072 2.2394
C 4.0903 0.4819 2.8248
C 5.1257 1.4077 2.5847
C 6.3862 1.2575 3.1366
C 6.6927 0.1666 3.9384
C 5.7115 -0.7969 4.1359
C 4.4519 -0.6529 3.5835
C 1.6826 -0.2088 2.6789
N 0.6214 -0.5658 1.9032
C -0.2910 -1.2028 2.7177
C -1.4357 -1.8776 2.2711
C -2.3481 -2.4306 3.3086
C -3.0972 -1.5473 4.0852
C -3.9606 -2.0240 5.0596
C -4.0839 -3.3909 5.2753
C -3.3377 -4.2759 4.5107
C -2.4754 -3.7973 3.5332
C -1.7232 -2.0941 0.9397
C -2.7242 -2.9669 0.4111
C -2.5496 -3.0199 -0.9335
C -1.4798 -2.1158 -1.2640
N -0.9867 -1.5727 -0.1185
C -1.1045 -1.7674 -2.5646
C -0.3465 -0.6265 -2.8353
C -0.1804 -0.0323 -4.1437
C 0.3358 1.2023 -3.9576
C 0.5774 1.3604 -2.5500
N 0.2061 0.1882 -1.9040
C -1.7152 -2.5262 -3.6908
C -1.3707 -3.8576 -3.9191
C -1.9539 -4.5813 -4.9497
C -2.8950 -3.9823 -5.7758
C -3.2519 -2.6584 -5.5569
C -2.6707 -1.9408 -4.5214
C 0.2008 -1.2170 4.0446
C 1.4339 -0.6237 4.0224
N 1.6255 1.3362 0.1723
H 1.4107 6.9414 -4.8855
H 3.4883 5.8197 -4.1406
H 3.3617 3.7622 -2.7772
H -0.8988 3.9248 -2.8922
H -0.7884 5.9901 -4.2602
H 2.5059 4.4736 -0.3790
H 3.5499 3.4124 1.8522
H 4.9519 2.2490 1.9329
H 7.1434 2.0034 2.9250
H 7.6790 0.0527 4.3694
H 5.9352 -1.6888 4.7094
H 3.7428 -1.4577 3.7012
H -2.9990 -0.4847 3.8997
H -4.5425 -1.3264 5.6487
H -4.7584 -3.7637 6.0360
H -3.4225 -5.3428 4.6764
H -1.8835 -4.4866 2.9433
H -3.4636 -3.4896 0.9952
H -3.1217 -3.5849 -1.6511
H -0.4606 -0.4963 -5.0747
H 0.5669 1.9400 -4.7090
H -0.6340 -4.3220 -3.2744
H -1.6701 -5.6141 -5.1102
H -3.3507 -4.5442 -6.5815
H -3.9943 -2.1854 -6.1878
H -2.9633 -0.9145 -4.3355
H -0.3132 -1.6383 4.8934
H 2.0796 -0.4253 4.8610
Cl -4.2401 3.4596 0.0939
C -3.4862 2.1810 1.0676
Cl -4.6500 0.8670 1.3986
C -2.2392 1.5673 0.3954
O -1.3630 1.2218 1.2424
O -2.2154 1.4143 -0.8210
H -3.2245 2.6118 2.0260
*
```

Properties
Lowest unoccupied orbital energy (alpha / beta) = 1.80 / 1.39 eV
DFT total energy = -4211.4039 Eh
HOMO (alpha / beta) = -2.87 / -4.06 eV
Kohn-Sham gap (alpha / beta) = 4.672 / 5.446 eV

C4H9N3O in the gas phase, computed with the ωB97M-V functional and the def2-TZVPD basis.

The geometry in ORCA input format:
```
! RIJCOSX wB97M-V def2-TZVPD def2/J DEFGRID3
* xyz 0 1
C 1.3222 -1.2603 1.1205
N 1.3820 -0.2522 0.0883
C 0.7078 0.8506 -0.0004
N 1.1267 2.0522 -0.4813
C -0.5331 0.1762 -0.3446
C -0.9476 -0.5480 -1.5827
N -1.2958 0.6826 0.6073
O -2.2767 -0.2427 1.0845
H 0.3838 -1.2557 1.6800
H 2.1763 -1.1302 1.7880
H 1.4604 -2.2343 0.6478
H 2.0024 2.3718 -0.0939
H 0.4040 2.7481 -0.5800
H -0.4858 -0.1134 -2.4687
H -0.6474 -1.5938 -1.5205
H -2.0312 -0.5231 -1.6955
H -2.7479 0.2723 1.7512
*
```

Properties
SMILES = C/N=C(N)\C(C)=N\O
Lowest unoccupied orbital energy = 0.90 eV
DFT total energy = -397.1578 Eh
ΔE to the lowest compared entry with this formula, charge and spin = 5.249 eV
HOMO = -7.81 eV
Kohn-Sham gap = 8.718 eV

C23H34N2O3 in the gas phase, computed with the ωB97M-V functional and the def2-TZVPD basis.

The geometry in ORCA input format:
```
! RIJCOSX wB97M-V def2-TZVPD def2/J DEFGRID3
* xyz 0 1
C 2.3766 -4.4843 3.8449
C 2.4015 -3.4583 2.7159
C 1.5122 -2.2411 2.9776
C 2.2900 -1.1453 3.6980
C 0.7820 -1.6339 1.7491
C -0.4974 -1.4862 2.6182
C -1.7850 -1.8976 1.9431
O -2.1922 -3.0487 1.9196
N -2.4483 -0.8943 1.3264
C -1.9702 0.4022 0.8312
C -3.0136 0.2851 -0.3182
C -2.4686 0.2557 -1.7343
C -2.4139 1.7560 -2.0599
C -1.1144 2.3594 -1.5285
O -1.0762 3.0676 -0.5293
N 0.0020 2.0106 -2.1888
C 1.3307 2.5294 -1.8549
C 1.2978 3.9704 -2.3502
C 1.0072 3.7263 -3.8467
C 0.6447 2.5363 -4.3536
C 0.2241 1.3605 -3.4487
C 1.2969 0.2560 -3.0646
C 1.5815 0.1993 -1.5149
C 1.8431 1.5828 -0.7847
C -3.6373 2.2872 -1.3067
O -3.9986 1.2902 -0.3407
C -3.4908 -1.0352 0.3097
C 0.1178 -2.4884 3.6076
H 3.0589 -5.3097 3.6390
H 2.6760 -4.0400 4.7972
H 1.3786 -4.9024 3.9736
H 3.4271 -3.1267 2.5286
H 2.0637 -3.9519 1.7994
H 1.6595 -0.2796 3.9129
H 2.6903 -1.5062 4.6489
H 3.1284 -0.8094 3.0834
H 1.2076 -0.7239 1.3221
H 0.6334 -2.3740 0.9595
H -0.5870 -0.4795 3.0275
H -2.1629 1.2404 1.5005
H -0.9216 0.4093 0.5248
H -1.5063 -0.2511 -1.8111
H -3.1857 -0.2529 -2.3826
H -2.4913 1.9495 -3.1302
H 1.9788 2.1624 -2.6422
H 2.2612 4.4766 -2.2578
H 0.5375 4.5865 -1.8694
H 1.1926 4.5480 -4.5296
H 0.5638 2.4113 -5.4274
H -0.6762 0.8949 -3.8501
H 0.9323 -0.7284 -3.3631
H 2.2203 0.4193 -3.6241
H 2.4241 -0.4762 -1.3557
H 0.7225 -0.2803 -1.0438
H 2.9063 1.7322 -0.5902
H 1.3021 1.6322 0.1605
H -3.4057 3.2224 -0.7990
H -4.4880 2.4274 -1.9751
H -3.3754 -1.9277 -0.3087
H -4.5046 -0.9877 0.7072
H -0.2669 -3.4836 3.3858
H 0.0045 -2.2827 4.6723
*
```

Properties
SMILES = CC[C@]1(C)C[C@H](C(=O)N2CC3(C[C@H](C(=O)N4[C@H]5CC=C[C@H]4CCC5)CO3)C2)C1
Lowest unoccupied orbital energy = 0.58 eV
DFT total energy = -1231.9526 Eh
ΔE to the lowest compared entry with this formula, charge and spin = 4.066 eV
HOMO = -9.08 eV
Kohn-Sham gap = 9.656 eV

3 unconnected molecules or ions with the total composition C25H32BN3O12PS, computed with the ωB97M-V functional and the def2-TZVPD basis.

The geometry in ORCA input format:
```
! RIJCOSX wB97M-V def2-TZVPD def2/J DEFGRID3
* xyz 1 1
C -3.0199 -2.9667 4.0423
C -2.9713 -2.8510 2.5236
N -4.1082 -2.0909 1.8606
B -4.9013 -3.0171 0.9659
C -6.0626 -3.8596 1.5978
O -4.5900 -3.1051 -0.3533
C -3.7892 -0.8574 1.3250
N -3.3107 -0.6299 0.0354
C -2.1578 -1.4584 -0.4121
C -0.8434 -0.9011 0.0700
C -0.4556 0.3869 -0.2943
C 0.7525 0.9003 0.1068
C 1.6319 0.1464 0.8837
C 2.9672 0.7112 1.2776
C 1.2496 -1.1359 1.2395
C 0.0285 -1.6514 0.8346
N -4.0097 0.2486 2.0138
P -3.5957 1.8502 1.2880
O -4.6597 2.2671 0.3724
S -4.7540 0.3420 3.5948
C -6.1900 -0.6708 3.5572
O -5.1873 1.7008 3.6350
O -3.8015 -0.0921 4.5544
H -4.0199 -2.8281 4.4430
H -2.3892 -2.2122 4.5063
H -2.6418 -3.9374 4.3599
H -2.0184 -2.4383 2.2028
H -3.0142 -3.8617 2.1081
H -6.7979 -4.1023 0.8308
H -5.6771 -4.7899 2.0245
H -6.5595 -3.2994 2.3875
H -4.7904 -3.9662 -0.7380
H -4.0783 -0.6791 -0.6312
H -2.1700 -1.3977 -1.5018
H -2.2677 -2.5150 -0.1745
H -1.1234 0.9789 -0.9121
H 1.0701 1.8936 -0.1918
H 2.8470 1.7422 1.6133
H 3.3977 0.1538 2.1090
H 3.6565 0.6987 0.4325
H 1.9051 -1.7550 1.8393
H -0.2285 -2.6703 1.1037
H -2.3586 1.5918 0.7134
H -3.4090 2.6270 2.4276
H -5.9748 -1.6048 4.0692
H -6.9191 -0.0970 4.1277
H -6.5146 -0.8817 2.5436
C 6.2071 5.6950 -0.7333
C 5.0340 5.4627 -0.1286
C 4.2429 4.1990 -0.3708
O 3.1926 4.0784 0.2419
C 4.7572 3.2193 -1.3004
C 5.9288 3.4541 -1.9079
C 6.7353 4.7063 -1.6524
O 7.7921 4.8073 -2.2451
O 6.4849 2.6225 -2.7751
O 4.4678 6.3032 0.7241
H 6.7817 6.5948 -0.5658
H 4.1747 2.3249 -1.4763
H 7.3249 3.0416 -3.0517
H 3.6334 5.8840 1.0087
C 4.4780 -0.6748 -3.5822
C 4.4630 -1.4341 -4.6903
C 3.1970 -1.6760 -5.4837
O 3.2947 -2.3658 -6.4782
C 1.9582 -1.0837 -5.0135
C 1.9788 -0.3302 -3.9078
C 3.2493 -0.0715 -3.1341
O 3.1494 0.6486 -2.1506
O 0.9046 0.2497 -3.3866
O 5.5312 -2.0274 -5.1839
H 5.3783 -0.4900 -3.0133
H 1.0557 -1.2736 -5.5768
H 1.2176 0.7234 -2.5899
H 5.2412 -2.5035 -5.9875
*
```

Properties
Lowest unoccupied orbital energy = -4.27 eV
DFT total energy = -2803.1997 Eh
HOMO = -11.09 eV
Kohn-Sham gap = 6.812 eV

2 unconnected molecules or ions with the total composition C4H9NO3, computed with the ωB97M-V functional and the def2-TZVPD basis.

The geometry in ORCA input format:
```
! RIJCOSX wB97M-V def2-TZVPD def2/J DEFGRID3
* xyz 0 1
C -1.0861 1.0677 0.1863
C -0.0203 -0.0748 0.0121
C 1.3039 0.5330 -0.4755
C -0.4581 -1.0957 -0.9885
H -0.5449 1.9163 0.8118
H -1.5384 1.4586 -0.6895
H -1.7819 0.7192 1.1235
H 0.1177 -0.1460 2.1484
H 0.6431 -1.6896 1.0641
H 2.0012 -0.2408 -0.7996
H 1.2152 1.1240 -1.3475
H 0.6036 1.8820 1.4214
H -0.9496 -2.6296 -1.4812
N 0.1473 -0.8023 1.2154
O 1.8163 1.2596 0.4832
O -0.4834 -2.5680 -0.5468
O -0.9855 -0.7139 -2.1376
*
```

Properties
Lowest unoccupied orbital energy = -1.08 eV
DFT total energy = -438.0558 Eh
ΔE to the lowest compared entry with this formula, charge and spin = 7.437 eV
HOMO = -9.33 eV
Kohn-Sham gap = 8.257 eV

A molecular structure, C48H40BrCl2HgN6O3S3, computed with the ωB97M-V functional and the def2-TZVPD basis.

The geometry in ORCA input format:
```
! RIJCOSX wB97M-V def2-TZVPD def2/J DEFGRID3
* xyz -1 1
Hg -0.7042 2.0190 -0.0208
N -1.6214 0.2990 0.2002
S -1.2330 -1.1223 0.3278
N 0.0627 -1.5547 1.1135
S 1.4262 -2.0728 0.4114
N 1.9204 -0.9357 -0.6423
S 1.9583 0.6134 -0.3901
N 0.9277 1.4829 -1.0194
C 3.4861 1.0626 -1.2662
C 3.7929 2.4128 -1.3215
C 4.9223 2.8323 -1.9974
C 5.7380 1.9008 -2.6224
C 5.4155 0.5537 -2.5803
C 4.2808 0.1308 -1.9059
C 2.4302 0.9990 1.3364
C 1.4710 1.1375 2.3233
C 1.8561 1.3974 3.6262
C 3.1990 1.5175 3.9436
C 4.1546 1.4040 2.9477
C 3.7725 1.1513 1.6426
C 2.5216 -1.6362 1.9465
C 3.8827 -1.8472 1.7332
C 4.7278 -2.1916 2.7691
C 4.2152 -2.3743 4.0459
C 2.8592 -2.1999 4.2714
C 2.0228 -1.8439 3.2282
C 0.6880 -3.2615 -0.9824
C 0.2452 -4.4696 -0.4408
C 0.3396 -5.6541 -1.1409
C 0.9302 -5.6660 -2.3964
C 1.4231 -4.4875 -2.9313
C 1.3065 -3.3024 -2.2280
C -2.5393 -1.8243 1.3703
C -2.2749 -2.7647 2.3474
C -3.2776 -3.1210 3.2358
C -4.5325 -2.5419 3.1380
C -4.7922 -1.6058 2.1490
C -3.7880 -1.2327 1.2755
C -1.4563 -1.9697 -1.2670
C -2.2551 -3.0992 -1.3588
C -2.5349 -3.6373 -2.6007
C -2.0425 -3.0324 -3.7459
C -1.2979 -1.8656 -3.6490
C -1.0251 -1.3160 -2.4105
H 3.1365 3.1097 -0.8233
H 5.1614 3.8848 -2.0433
H 6.6222 2.2309 -3.1499
H 6.0482 -0.1663 -3.0785
H 3.9970 -0.9091 -1.8654
H 0.4224 0.9939 2.0967
H 1.1025 1.4974 4.3936
H 3.5016 1.6878 4.9669
H 5.2051 1.4980 3.1849
H 4.5225 1.0546 0.8719
H 4.2744 -1.7323 0.7292
H 5.7874 -2.3352 2.5868
H 4.8709 -2.6614 4.8580
H 2.4549 -2.3495 5.2661
H 0.9639 -1.7180 3.3981
H -0.1847 -4.4656 0.5549
H -0.0289 -6.5773 -0.7083
H 1.0206 -6.5941 -2.9444
H 1.8983 -4.4967 -3.9050
H 1.6885 -2.3806 -2.6441
H -1.2811 -3.1832 2.4117
H -3.0759 -3.8440 4.0127
H -5.3079 -2.8063 3.8408
H -5.7699 -1.1545 2.0677
H -3.9297 -0.4597 0.5351
H -2.6322 -3.5607 -0.4588
H -3.1374 -4.5319 -2.6742
H -2.2414 -3.4673 -4.7148
H -0.9389 -1.3848 -4.5479
H -0.4489 -0.4078 -2.3048
Br -5.4470 0.5537 5.4060
C -4.7416 2.0704 4.4973
C -5.0131 3.3399 4.9810
N -4.5412 4.4260 4.3985
C -3.7799 4.2870 3.3271
C -3.4605 3.0550 2.7662
C -3.9607 1.9065 3.3675
C -2.5422 2.9597 1.5693
O -3.0355 2.9194 0.4415
O -1.3199 2.9285 1.8464
H -5.6308 3.4932 5.8549
H -3.4022 5.2000 2.8883
H -3.7397 0.9270 2.9678
O -0.6014 4.3169 -1.1478
N -0.7292 4.3278 -2.4129
C 0.1660 3.6975 -3.2063
C 0.0364 3.7139 -4.5755
C -1.0209 4.3876 -5.1731
C -1.9300 5.0309 -4.3432
C -1.7619 4.9929 -2.9814
H 0.9445 3.1530 -2.6858
H 0.7651 3.1894 -5.1750
H -1.1319 4.4122 -6.2455
H -2.7780 5.5525 -4.7559
H -2.4424 5.4601 -2.2873
Cl -2.8926 1.8323 -2.3121
C -2.5505 1.2129 -3.9743
Cl -3.4106 2.1101 -5.2067
H -2.8684 0.1707 -4.0361
H -1.4826 1.3183 -4.1704
*
```

Properties
Lowest unoccupied orbital energy = 2.19 eV
DFT total energy = -7249.3950 Eh
HOMO = -3.56 eV
Kohn-Sham gap = 5.745 eV

A molecular structure, C35H49BClN7O4PS2W, computed with the ωB97M-V functional and the def2-TZVPD basis.

The geometry in ORCA input format:
```
! RIJCOSX wB97M-V def2-TZVPD def2/J DEFGRID3
* xyz 0 2
W -0.4050 -0.3689 -0.6266
C 1.7376 -4.1768 -0.6884
C 0.4639 -4.2386 0.1542
C -0.7945 -4.4320 -0.6787
C 0.4922 -3.1321 1.1804
C 0.8865 -3.4325 2.4915
C 0.9477 -2.2321 3.1380
N 0.6224 -1.2605 2.2726
N 0.3351 -1.7998 1.0573
B 0.7147 0.2073 2.7261
N -0.5956 0.9381 2.3397
C -1.2628 1.6712 3.2302
C -2.4325 2.1033 2.6525
C -2.4171 1.5820 1.3573
N -1.2755 0.8838 1.1595
C -3.5395 1.8120 0.3837
C -4.8634 2.0664 1.1118
C -3.2542 2.9950 -0.5492
N 1.9993 0.9989 2.4515
C 2.8836 1.2944 3.4304
C 3.8958 2.0399 2.8850
C 3.5407 2.1737 1.5279
N 2.4016 1.5392 1.2794
C 4.3037 2.9428 0.4735
C 3.9847 2.4750 -0.9425
C 4.0408 4.4459 0.6142
H 1.8020 -5.0498 -1.3431
H 1.7482 -3.2860 -1.3071
H 2.6185 -4.1552 -0.0428
H 0.5438 -5.1387 0.7728
H -0.9777 -3.6161 -1.3672
H -0.6821 -5.3441 -1.2704
H -1.6653 -4.5540 -0.0367
H 1.0939 -4.4119 2.8873
H 1.2028 -1.9811 4.1528
H 0.6722 0.1263 3.9258
H -0.8652 1.8056 4.2215
H -3.2054 2.6923 3.1114
H -3.6881 0.8965 -0.1780
H -4.8534 3.0188 1.6452
H -5.6710 2.1130 0.3795
H -5.0936 1.2734 1.8242
H -3.1206 3.9029 0.0444
H -2.3640 2.8511 -1.1582
H -4.1050 3.1566 -1.2160
H 2.7265 0.9481 4.4389
H 4.7668 2.4313 3.3853
H 5.3658 2.7699 0.6654
H 2.9192 2.5822 -1.1572
H 4.5492 3.0641 -1.6697
H 4.2270 1.4212 -1.0791
H 3.0011 4.6674 0.3652
H 4.2237 4.7884 1.6340
H 4.6825 5.0176 -0.0608
C 4.2356 -3.0528 -3.1346
C 3.1036 -3.4180 -4.0751
O 1.8151 -3.0419 -3.5539
P 1.4759 -1.4419 -3.4908
S -0.4959 -1.5066 -2.8005
S 1.7693 -0.3686 -0.9822
O 1.3046 -1.1044 -5.0793
C 0.4625 -1.8986 -5.9372
C -0.6328 -1.0288 -6.5127
H 5.1871 -3.3784 -3.5589
H 4.1020 -3.5331 -2.1652
H 4.2833 -1.9743 -2.9765
H 3.0471 -4.4963 -4.2175
H 3.2464 -2.9567 -5.0567
H 0.0443 -2.7375 -5.3777
H 1.0972 -2.3056 -6.7272
H -1.2678 -0.6487 -5.7120
H -1.2510 -1.6047 -7.2045
H -0.2041 -0.1833 -7.0523
Cl -7.0935 -3.0498 -2.6187
C -5.5868 -2.5829 -1.8954
C -5.1088 -3.2981 -0.7805
C -3.9241 -2.9646 -0.1892
C -3.1183 -1.9054 -0.6847
O -1.9896 -1.6674 -0.1104
C -3.6481 -1.1593 -1.7756
C -3.0536 0.0509 -2.2189
O -2.0260 0.5981 -1.7732
C -4.8791 -1.5240 -2.3726
H -5.6990 -4.1194 -0.3949
H -3.5606 -3.5046 0.6747
H -3.6045 0.6053 -2.9886
H -5.2541 -0.9412 -3.2052
C 0.9506 5.7418 -2.6287
C 0.6577 4.3620 -2.1220
C 0.4740 4.0949 -0.7781
C 0.2226 2.8014 -0.3474
N 0.1305 1.7712 -1.1870
C 0.3115 2.0226 -2.4948
C 0.5721 3.2769 -2.9912
H 0.9855 6.4637 -1.8145
H 0.1874 6.0594 -3.3409
H 1.9103 5.7623 -3.1473
H 0.5312 4.8858 -0.0414
H 0.1057 2.5981 0.7001
H 0.2389 1.1687 -3.1540
H 0.7108 3.4029 -4.0576
*
```

Properties
Lowest unoccupied orbital energy (alpha / beta) = -0.55 / -0.81 eV
DFT total energy = -3737.4016 Eh
ΔE to the lowest compared entry with this formula, charge and spin = 1.835 eV
HOMO (alpha / beta) = -6.93 / -7.54 eV
Kohn-Sham gap (alpha / beta) = 6.377 / 6.734 eV

C4H8OS in the gas phase, computed with the ωB97M-V functional and the def2-TZVPD basis.

The geometry in ORCA input format:
```
! RIJCOSX wB97M-V def2-TZVPD def2/J DEFGRID3
* xyz 0 1
C -0.9938 -1.1988 0.0328
C -0.6490 0.1857 -0.4206
C 1.8946 0.1331 0.1456
C 0.5380 0.9158 0.2251
O -3.3429 0.2877 -0.4808
S -2.2320 0.1206 0.4917
H -1.5059 -1.8293 -0.6987
H -0.3525 -1.7617 0.6058
H -0.7339 0.2415 -1.4818
H 1.8459 -0.6216 -0.6453
H 1.9593 -0.3424 1.0938
H 2.5457 0.8747 -0.0905
H 0.5303 1.9427 -0.0312
H 0.4962 1.0521 1.2543
*
```

Properties
Lowest unoccupied orbital energy = 0.92 eV
DFT total energy = -630.5446 Eh
ΔE to the lowest compared entry with this formula, charge and spin = 2.459 eV
HOMO = -9.34 eV
Kohn-Sham gap = 10.269 eV

Number 1: M 795.61 g/mol. Number 2: M 115.14 g/mol. Number 3: M 386.54 g/mol. Number 4: M 640.39 g/mol. Number 5: M 119.12 g/mol. Number 6: M 1196.49 g/mol. Number 7: M 957.04 g/mol. Number 8: M 104.17 g/mol.